Model i:
Here is an isolated ion of composition C3H8N2O2 and charge +1 from the Open Molecules 2025 dataset. Energies are from the ωB97M-V functional and the def2-TZVPD basis.

Atoms and positions in Å:
C  0.216  0.016  0.810
N  -1.197  0.413  0.646
C  -2.160  -0.324  0.157
O  -1.727  -1.617  0.005
O  -3.387  0.025  -0.056
C  1.149  0.156  -0.500
N  2.547  0.505  -0.291
H  0.712  0.598  1.613
H  0.301  -1.045  1.080
H  -1.421  1.373  0.373
H  -2.480  -1.993  -0.370
H  0.602  0.775  -1.194
H  1.063  -0.805  -1.155
H  3.135  0.417  -1.178
H  2.647  1.505  0.061

Summary:
**Total charge**: +1
**Spin multiplicity**: 2


Model ii:
Here is an isolated ion of composition C3H8N2O2 and charge +1 from the Open Molecules 2025 dataset. Energies are from the ωB97M-V functional and the def2-TZVPD basis.

Atoms and positions in Å:
N  -0.252  1.408  0.423
C  -0.206  0.006  0.273
C  -1.295  -0.509  -0.695
O  -2.518  -0.399  -0.022
C  1.229  -0.362  -0.250
N  2.220  -0.420  0.659
O  1.413  -0.362  -1.432
H  -0.052  1.976  -0.398
H  0.366  1.751  1.160
H  -0.508  -0.441  1.226
H  -1.111  -1.546  -0.923
H  -1.338  0.025  -1.634
H  -2.963  0.398  -0.344
H  1.981  -0.601  1.625
H  3.033  -0.925  0.333

Summary:
**Total charge**: +1
**Spin multiplicity**: 2


Model iii:
Here is a 3-piece molecular cluster, C3H8N2O2 overall from the Open Molecules 2025 dataset. Energies are from the ωB97M-V functional and the def2-TZVPD basis.

Atoms and positions in Å:
C  -1.454  -0.121  1.216
C  -0.960  -0.682  2.416
N  0.417  -0.767  2.194
C  0.688  -0.025  1.132
N  -0.407  0.602  0.618
H  -2.437  -0.321  0.776
H  -1.469  -1.123  3.260
H  1.682  0.166  0.784
H  -0.316  1.530  0.216
H  0.991  -1.900  -1.150
H  0.984  -3.353  -1.172
O  1.622  -2.630  -1.093
H  0.023  2.153  -3.038
H  -0.015  3.585  -3.033
O  0.650  2.886  -3.124

Summary:
**Total charge**: +1
**Spin multiplicity**: 2


Ranking the structures above by energy, model ii is first and the second is 1.110 eV behind.